No. 1
Here is a 3-piece molecular cluster, C14H36N4O4P overall in a non-equilibrium geometry from OMol25. Energies are from ωB97M-V/def2-TZVPD.

Multiplicity ... 1
Max |F| ... 7.67 eV Å⁻¹
Net charge ... -1
Energy ... -38534.6876 eV

CARTESIAN COORDINATES (ANGSTROEM)
C -1.311 -0.472 1.897
C -1.936 -0.437 0.382
P -0.644 -0.161 -1.011
C -0.461 -2.030 -1.370
C 1.089 -2.561 -1.495
C 1.832 -2.701 -0.005
N 1.581 -3.914 0.916
O 2.643 -1.721 0.419
C -0.872 1.761 -0.914
C 0.006 2.467 0.277
O -0.518 3.868 0.408
C 1.615 2.591 -0.027
N 1.863 3.327 -1.349
H -1.339 -1.537 2.414
H -1.932 0.319 2.541
H -0.187 -0.112 1.973
H -2.555 -1.449 0.250
H -2.765 0.421 0.356
H -1.711 -0.142 -2.021
H 0.306 0.080 -2.093
H 0.475 -0.139 -0.103
H -0.980 -2.726 -0.552
H -0.999 -2.325 -2.394
H 1.024 -3.683 -1.897
H 1.746 -1.984 -2.277
H 2.222 -4.713 0.642
H 1.946 -3.624 1.872
H -2.023 2.073 -0.866
H -0.481 2.236 -1.938
H -0.108 1.984 1.336
H -1.368 3.748 0.949
H 2.065 3.260 0.852
H 2.181 1.551 0.020
H 2.751 3.893 -1.215
H 1.989 2.611 -2.108
C 1.821 0.049 -4.559
C 0.411 0.460 -4.886
O -0.301 1.053 -4.079
N -0.075 0.155 -6.123
C 0.594 -0.530 -7.204
H 2.064 0.361 -3.539
H 1.918 -1.038 -4.620
H 2.521 0.535 -5.244
H -1.030 0.464 -6.267
H 0.610 0.137 -8.069
H 0.012 -1.422 -7.450
H 1.614 -0.819 -6.946
C 0.067 0.702 5.841
C -1.375 0.755 5.415
O -1.756 1.457 4.481
N -2.275 -0.007 6.100
C -2.033 -0.890 7.217
H 0.659 1.361 5.201
H 0.165 1.043 6.875
H 0.450 -0.317 5.737
H -3.224 0.083 5.754
H -2.356 -1.894 6.929
H -2.640 -0.545 8.058
H -0.983 -0.915 7.509


No. 2
Here is C14H36O19P3V as an isolated structure in a non-equilibrium geometry from OMol25. Energies are from ωB97M-V/def2-TZVPD.

Multiplicity ... 1
Energy relative to the best compared isomer or geometry (same formula, charge and spin) ... 0.000 eV
Max |F| ... 1.92 eV Å⁻¹
Energy ... -107568.6851 eV

CARTESIAN COORDINATES (ANGSTROEM)
O 14.103 -4.356 -13.151
V 13.672 -4.529 -11.627
O 14.882 -5.293 -10.935
O 11.276 -2.109 -9.282
C 11.993 -3.011 -10.013
O 11.976 -2.959 -11.283
O 12.743 -3.839 -9.425
H 11.614 -2.259 -8.384
C 21.245 -6.193 -8.818
O 21.107 -6.826 -10.088
P 19.806 -6.639 -10.932
O 19.489 -5.264 -11.320
O 20.004 -7.687 -12.088
C 20.402 -7.279 -13.375
O 18.717 -7.329 -10.045
C 17.330 -7.303 -10.455
H 20.748 -6.736 -8.016
H 20.791 -5.195 -8.842
H 22.305 -6.067 -8.629
H 21.210 -7.915 -13.734
H 20.721 -6.235 -13.395
H 19.595 -7.356 -14.108
H 17.316 -7.236 -11.545
H 16.749 -6.469 -10.070
H 16.914 -8.246 -10.111
C 15.155 0.569 -10.868
O 16.125 -0.349 -11.368
P 15.692 -1.666 -12.128
O 14.751 -2.485 -11.377
O 15.139 -1.178 -13.515
C 15.959 -0.347 -14.357
O 17.068 -2.355 -12.452
C 17.986 -2.505 -11.358
H 15.618 1.119 -10.053
H 14.263 0.071 -10.483
H 14.830 1.271 -11.639
H 17.025 -0.503 -14.187
H 15.757 0.687 -14.071
H 15.716 -0.554 -15.390
H 18.574 -1.605 -11.182
H 18.646 -3.333 -11.611
H 17.479 -2.774 -10.429
C 10.025 -5.859 -9.756
O 10.464 -7.067 -10.416
P 11.147 -6.891 -11.817
O 12.284 -5.970 -11.823
O 11.469 -8.337 -12.243
C 12.639 -8.992 -11.668
O 10.020 -6.449 -12.798
C 10.148 -5.147 -13.433
H 10.288 -4.935 -10.263
H 10.487 -5.866 -8.769
H 8.951 -5.911 -9.581
H 13.159 -8.339 -10.975
H 13.253 -9.272 -12.516
H 12.286 -9.893 -11.172
H 11.056 -5.063 -14.032
H 10.199 -4.349 -12.689
H 9.278 -5.014 -14.066
O 15.254 -7.483 -13.224
C 16.097 -7.869 -13.975
O 17.087 -7.125 -14.475
C 17.050 -5.717 -14.179
C 18.268 -5.057 -14.808
C 16.326 -9.299 -14.320
H 16.962 -5.569 -13.100
H 16.160 -5.210 -14.552
H 18.143 -3.979 -14.880
H 18.513 -5.498 -15.773
H 19.145 -5.183 -14.159
H 17.228 -9.653 -13.826
H 16.426 -9.406 -15.400
H 15.478 -9.899 -14.000


No. 3
Here is C14H37ClCoNO6 as an isolated structure in a non-equilibrium geometry from OMol25. Energies are from ωB97M-V/def2-TZVPD.

<S²> ... 3.756
Multiplicity ... 4
Energy relative to the best compared isomer or geometry (same formula, charge and spin) ... 0.775 eV
Max |F| ... 3.05 eV Å⁻¹
Net charge ... +1
Energy ... -79034.7513 eV

CARTESIAN COORDINATES (ANGSTROEM)
Co -6.505 -22.387 0.862
Cl -4.958 -24.287 1.581
C 0.473 -24.817 2.597
C -0.920 -24.800 3.181
O -1.668 -23.715 2.646
O 1.361 -24.087 3.427
H 0.492 -24.350 1.608
H 0.850 -25.838 2.563
H -0.894 -24.834 4.275
H -1.420 -25.765 3.028
H -2.622 -23.805 2.683
H 1.129 -23.154 3.398
C -9.062 -21.052 -0.303
O -7.631 -21.178 -0.499
C -7.275 -21.341 -1.863
C -5.745 -21.312 -1.957
N -5.180 -22.304 -1.048
C -3.845 -21.968 -0.589
C -3.834 -20.940 0.533
O -4.936 -21.067 1.467
C -4.821 -20.075 2.497
H -9.651 -20.572 -1.083
H -9.228 -20.524 0.634
H -9.498 -22.045 -0.174
H -7.699 -20.537 -2.466
H -7.600 -22.299 -2.280
H -5.450 -20.321 -1.608
H -5.536 -21.382 -3.026
H -5.140 -23.190 -1.546
H -3.117 -21.592 -1.314
H -3.384 -22.901 -0.259
H -3.968 -19.942 0.106
H -2.864 -20.967 1.029
H -4.975 -19.072 2.098
H -3.871 -20.258 2.996
H -5.661 -20.271 3.163
C -1.946 -27.358 -0.444
C -1.830 -25.858 -0.799
C -1.013 -25.628 -2.073
O -3.067 -25.175 -0.920
H -2.193 -27.983 -1.302
H -2.596 -27.568 0.409
H -1.017 -27.783 -0.053
H -1.247 -25.376 -0.006
H -1.068 -24.613 -2.462
H -1.334 -26.297 -2.876
H 0.026 -25.908 -1.894
H -3.502 -25.235 -0.060
C -5.875 -26.120 5.315
C -5.459 -27.316 4.452
C -6.603 -27.704 3.475
O -4.270 -27.042 3.711
H -5.204 -26.007 6.169
H -6.905 -26.153 5.671
H -5.788 -25.142 4.833
H -5.186 -28.218 4.997
H -7.444 -28.050 4.072
H -6.206 -28.456 2.793
H -6.814 -26.849 2.830
H -4.378 -26.231 3.202


No. 4
Here is C14H37IrN2O6P as an isolated structure from OMol25. Energies are from ωB97M-V/def2-TZVPD.

Multiplicity ... 1
Energy relative to the best compared isomer or geometry (same formula, charge and spin) ... 0.000 eV
Max |F| ... 0.78 eV Å⁻¹
Net charge ... +3
Energy ... -42486.5612 eV

CARTESIAN COORDINATES (ANGSTROEM)
Ir -0.093 0.308 -0.207
C -1.392 2.240 1.876
O -0.201 2.010 1.076
C 1.005 2.235 1.858
C 1.368 0.918 2.507
O 1.439 -0.101 1.469
C 2.775 -0.345 0.947
C 3.026 0.564 -0.232
O 1.947 0.319 -1.166
C 2.310 0.714 -2.522
H -1.367 1.645 2.790
H -1.429 3.297 2.132
H -2.252 1.977 1.270
H 1.758 2.576 1.154
H 0.825 3.030 2.582
H 2.316 0.980 3.040
H 0.612 0.587 3.218
H 3.519 -0.184 1.727
H 2.800 -1.393 0.655
H 3.040 1.621 0.028
H 3.976 0.314 -0.708
H 3.179 0.129 -2.817
H 1.466 0.492 -3.166
H 2.532 1.779 -2.551
N -1.464 -0.682 0.946
C -1.966 -1.880 0.191
C -0.763 -2.507 -0.480
N -0.132 -1.422 -1.299
H -0.880 -1.013 1.719
H -2.235 -0.169 1.367
H -2.682 -1.524 -0.550
H -2.477 -2.569 0.863
H -1.049 -3.348 -1.111
H -0.032 -2.863 0.248
H -0.693 -1.276 -2.143
H 0.805 -1.681 -1.608
C -1.904 4.459 -1.115
C -2.960 3.411 -0.907
O -2.616 2.100 -1.509
P -1.352 1.262 -1.815
O -0.268 2.104 -2.549
C -0.501 2.712 -3.901
C 0.465 3.846 -4.088
O -1.880 0.180 -2.827
C -3.305 -0.152 -3.134
C -3.814 0.690 -4.271
H -2.255 5.385 -0.657
H -1.743 4.658 -2.173
H -0.950 4.192 -0.655
H -3.892 3.665 -1.407
H -3.185 3.224 0.137
H -1.541 3.036 -3.936
H -0.355 1.904 -4.616
H 0.312 4.634 -3.352
H 0.306 4.273 -5.079
H 1.498 3.506 -4.036
H -3.883 -0.021 -2.221
H -3.270 -1.206 -3.399
H -3.843 1.747 -4.010
H -4.831 0.373 -4.506
H -3.206 0.547 -5.163